[1]
44
Properties=species:S:1:pos:R:3 method="wB97M-V/def2-TZVPD" total_energy_ha=-2407.71917 lumo_ev="-2.4613 / -3.9491" mol_weight_g_mol=312.93 multiplicity=2 de_lowest_kcal_mol=0.00 s2=0.754 total_charge=+1
Cu -0.1568 -0.3406 0.5636
N -1.0512 -2.2494 0.9448
C -0.0901 -3.2612 1.4376
C 1.1772 -3.3499 0.5973
C 2.1948 -2.2269 0.7502
N 1.7918 -0.9875 0.0485
H -1.8421 -2.1870 1.5780
H -1.4391 -2.5320 0.0488
H -0.5630 -4.2454 1.4778
H 0.1653 -2.9930 2.4658
H 0.9176 -3.4766 -0.4596
H 1.6790 -4.2800 0.8730
H 3.1689 -2.5682 0.3925
H 2.3164 -1.9759 1.8071
H 1.7671 -1.1397 -0.9564
H 2.4841 -0.2592 0.1968
C -0.3098 3.9855 -1.8259
N -0.3171 3.2300 -0.5823
C 0.9683 2.6127 -0.3478
C -1.4301 2.2871 -0.5065
C -1.4206 1.1531 -1.5103
C -1.9646 1.3257 -2.7822
C -1.9191 0.3196 -3.7346
C -1.3245 -0.8944 -3.4275
C -0.7872 -1.0910 -2.1593
C -0.8405 -0.0808 -1.2087
H 0.4529 4.7620 -1.7726
H -1.2752 4.4731 -1.9674
H -0.1040 3.3673 -2.7112
H 1.7437 3.3792 -0.3215
H 1.2581 1.8773 -1.1186
H 0.9711 2.1218 0.6296
H -2.3530 2.8629 -0.6129
H -1.4456 1.8755 0.5109
H -2.4382 2.2704 -3.0266
H -2.3509 0.4806 -4.7128
H -1.2862 -1.6846 -4.1659
H -0.3386 -2.0536 -1.9298
C 0.7866 0.2600 5.0700
C 0.4328 0.2023 3.6524
N 0.1535 0.2042 2.5416
H 1.1468 -0.7141 5.3954
H -0.0946 0.5351 5.6464
H 1.5661 1.0058 5.2123



[2]
58
Properties=species:S:1:pos:R:3 method="wB97M-V/def2-TZVPD" total_energy_ha=-2571.38796 smiles="O=P(O)(O)N(CCO)S(=O)(=O)F.C[C@@H]1COC(=O)O1.C[C@@H]1COC(=O)O1.C[C@@H]1COC(=O)O1" lumo_ev=0.0700 mol_weight_g_mol=529.39
O -0.9691 1.2235 -5.3486
P -1.2029 0.2975 -4.2338
O -1.5861 1.0350 -2.8859
O -2.4357 -0.6426 -4.5417
N 0.1866 -0.5714 -3.8357
C 1.4627 -0.1721 -4.4634
C 2.6739 -0.1918 -3.5411
O 3.7660 0.4181 -4.2130
S 0.1108 -1.9590 -2.9995
O -1.1945 -2.5146 -3.0132
O 1.2166 -2.7969 -3.2972
F 0.3291 -1.4165 -1.5547
H -2.3530 1.5865 -3.0999
H -2.5231 -0.7250 -5.4980
H 1.3557 0.8533 -4.7990
H 1.6829 -0.7582 -5.3547
H 2.9562 -1.1966 -3.2387
H 2.5019 0.4018 -2.6469
H 3.8870 -0.0238 -5.0558
C 0.1055 -2.1276 1.9666
C 0.3026 -1.0185 2.9670
C 0.2126 0.3788 2.3950
O 1.0716 1.1203 3.2740
C 1.9848 0.2574 3.7780
O 2.9527 0.5809 4.3863
O 1.6450 -1.0187 3.4916
H -0.8634 -2.0346 1.4757
H 0.8906 -2.1072 1.2102
H 0.1541 -3.1001 2.4552
H -0.3822 -1.1382 3.8107
H -0.7935 0.7892 2.4129
H 0.6125 0.4430 1.3804
C -7.1901 -3.3650 -4.1660
C -6.0213 -2.7079 -3.4768
C -6.0152 -2.8330 -1.9697
O -5.3181 -1.6462 -1.5703
C -5.5029 -0.7158 -2.5370
O -5.2125 0.4300 -2.4332
O -6.0586 -1.2768 -3.6371
H -7.2280 -4.4273 -3.9253
H -8.1267 -2.8961 -3.8629
H -7.1085 -3.2581 -5.2470
H -5.0779 -3.0639 -3.8995
H -5.4928 -3.7168 -1.6128
H -7.0209 -2.8078 -1.5431
C 3.6724 4.6434 5.3254
C 4.8918 3.7788 5.5176
C 4.7298 2.6662 6.5251
O 6.0719 2.4964 7.0067
C 6.7143 3.6796 6.8591
O 7.7728 3.9388 7.3289
O 5.9778 4.5279 6.0987
H 2.8225 4.0355 5.0153
H 3.4234 5.1650 6.2504
H 3.8542 5.4013 4.5639
H 5.2336 3.3857 4.5568
H 4.3593 1.7451 6.0837
H 4.0918 2.9493 7.3663



[3]
46
Properties=species:S:1:pos:R:3 method="wB97M-V/def2-TZVPD" total_energy_ha=-1662.27844 lumo_ev="-9.5305 / -13.3801" mol_weight_g_mol=436.64 multiplicity=8 s2=16.033 total_charge=+3
Gd 0.0447 0.1191 -0.6149
C -1.1670 -2.1194 1.3898
C -2.2775 -1.0878 1.2922
N -2.3099 -0.3971 -0.0338
C -3.0406 0.9045 0.0405
C -2.2466 1.9035 0.8496
C -2.8443 2.8479 1.6542
C -2.0325 3.6958 2.4023
C -0.6543 3.5465 2.3596
C -0.1169 2.5798 1.5293
C 1.3782 2.3852 1.4323
N 1.7914 1.0427 0.9221
C 1.9714 0.0051 1.9890
C 0.6862 -0.7270 2.3318
N 0.1938 -1.5310 1.1694
N -0.9025 1.8004 0.7671
H -1.3052 -2.9106 0.6505
H -1.2149 -2.5875 2.3758
H -2.1669 -0.3227 2.0605
H -3.2304 -1.5845 1.4845
H -2.8209 -0.9898 -0.6866
H -4.0242 0.7685 0.4940
H -3.2063 1.2660 -0.9777
H -3.9224 2.9166 1.7123
H -2.4765 4.4479 3.0421
H -0.0073 4.1654 2.9673
H 1.8250 2.5656 2.4124
H 1.7943 3.1387 0.7593
H 2.7051 1.1817 0.4968
H 2.3760 0.4611 2.8947
H 2.7216 -0.7032 1.6300
H -0.0969 -0.0247 2.6174
H 0.8522 -1.3807 3.1907
H 0.8382 -2.3106 1.0475
C 2.0155 -2.7378 -2.8407
N 1.8302 -1.7830 -3.9319
C 2.3421 -2.1009 -5.3007
C 1.2249 -0.6568 -3.7495
O 0.7348 -0.2593 -2.6273
H 2.5431 -3.6084 -3.2148
H 1.0462 -3.0631 -2.4590
H 2.6179 -2.2886 -2.0490
H 2.8195 -3.0735 -5.2652
H 3.0721 -1.3521 -5.5956
H 1.5101 -2.1332 -5.9986
H 1.1294 -0.0085 -4.6196



[4]
46
Properties=species:S:1:pos:R:3 method="wB97M-V/def2-TZVPD" total_energy_ha=-2348.91337 lumo_ev="-11.7196 / -10.9642" mol_weight_g_mol=454.15 multiplicity=3 de_lowest_kcal_mol=0.00 s2=2.157 total_charge=+3
V -0.0576 0.0215 0.5984
C 1.6752 4.0057 0.4532
C 1.3058 2.5786 0.2648
N 0.3183 2.0204 0.8855
N -0.4001 2.6861 1.8517
C -0.9681 1.9363 2.8156
N -1.5981 2.5107 3.8079
S -0.8472 0.1996 2.7630
C 2.0575 1.6369 -0.5997
C 3.1487 2.0133 -1.3461
C 3.8760 1.0376 -2.0388
C 3.4916 -0.2841 -1.9436
C 2.3752 -0.5967 -1.1785
N 1.6648 0.3314 -0.5263
H 1.7216 4.2538 1.5166
H 2.6402 4.2525 0.0256
H 0.9256 4.6491 -0.0196
H -0.3788 3.6988 1.8931
H -1.6656 3.5151 3.9211
H -2.0102 1.9452 4.5400
H 3.4596 3.0459 -1.4031
H 4.7379 1.3217 -2.6287
H 4.0354 -1.0731 -2.4444
H 2.0473 -1.6258 -1.0865
C -5.3413 0.5214 -0.5289
C -4.1126 0.3354 0.3583
Sb -2.4488 -0.4490 -0.7389
C -2.5077 0.3712 -2.7196
C -3.4324 -0.4410 -3.6252
C -2.6576 -2.5805 -0.8840
C -4.1234 -3.0061 -0.9508
H -6.1510 0.9294 0.0770
H -5.6928 -0.4198 -0.9484
H -5.1599 1.2225 -1.3434
H -4.2884 -0.3701 1.1711
H -3.7830 1.2790 0.7934
H -1.4854 0.3847 -3.0959
H -2.8425 1.4028 -2.6082
H -3.1096 -1.4770 -3.7272
H -3.4150 0.0024 -4.6215
H -4.4653 -0.4284 -3.2804
H -2.1562 -3.0219 -0.0227
H -2.1044 -2.8649 -1.7801
H -4.6762 -2.7202 -0.0562
H -4.1632 -4.0936 -1.0224
H -4.6336 -2.6020 -1.8241



[5]
63
Properties=species:S:1:pos:R:3 method="wB97M-V/def2-TZVPD" total_energy_ha=-8880.03995 lumo_ev=-9.7630 mol_weight_g_mol=789.09 de_lowest_kcal_mol=0.00 total_charge=+1
N 0.0593 -0.1454 -1.6416
C -0.7808 -0.8701 -0.8291
C -0.3034 -1.1709 0.5787
C 0.9663 -2.0238 0.7211
C 2.2956 -1.2449 0.5764
C 3.2770 -1.8915 -0.3624
F 3.5833 -3.1329 0.0480
F 4.4302 -1.1727 -0.3756
C 2.8822 -1.9623 -1.8641
F 1.6710 -2.5553 -2.0548
F 3.7928 -2.6779 -2.5120
F 2.8459 -0.7268 -2.3846
O -2.0274 0.1205 -0.5023
S -2.9559 0.1239 -1.7234
O -2.4742 0.7205 -2.8998
O -4.2867 0.4077 -1.2155
O -2.9056 -1.4682 -1.9322
C -1.5440 -1.9834 -1.6204
C -1.7344 -3.3507 -0.9596
C -1.6558 -4.4591 -1.9927
F -2.5543 -4.1924 -3.0024
H 0.8530 0.2682 -1.1742
H 0.3208 -0.5958 -2.5050
H -1.1106 -1.7119 1.0794
H -0.1692 -0.2225 1.1019
H 0.9562 -2.9080 0.0901
H 0.9309 -2.3866 1.7490
H 2.1182 -0.2051 0.2946
H 2.7693 -1.1722 1.5560
H -1.0858 -2.1655 -2.5920
H -2.7135 -3.3750 -0.4783
H -0.9784 -3.5472 -0.2026
H -1.8961 -5.4202 -1.5425
H -0.6582 -4.4954 -2.4339
Al -4.4726 -1.4314 0.0061
C 3.3396 3.7630 -3.1469
C 2.0331 4.4354 -3.5685
C 1.0085 3.6460 -2.7673
O 1.6624 3.2335 -1.5596
C 3.0743 3.4652 -1.6781
H 4.2211 4.3828 -3.2971
H 3.4792 2.8331 -3.7020
H 2.0312 5.4815 -3.2570
H 1.8474 4.3998 -4.6402
H 0.6903 2.7491 -3.3112
H 0.1226 4.2297 -2.5160
H 3.3405 4.3174 -1.0455
H 3.6122 2.5866 -1.3186
O -3.6822 0.8879 2.7910
H -3.2439 0.6713 1.9614
H -3.8065 1.8439 2.7386
C -3.0852 1.6187 5.9376
Cl -1.4061 1.6694 5.8197
Cl -3.8593 3.1883 5.7081
H -3.4963 0.9395 5.2027
H -3.4284 1.2388 7.0873
Br 5.0413 -1.2800 2.2380
O -7.0486 3.0138 4.6143
H -6.3433 2.8163 5.2573
Br -3.1289 -0.5327 7.3524
Al 4.8474 -1.5475 4.5455
F 6.0951 -1.9649 -2.7022
F -1.3625 0.9387 8.2560